No. 1
A structure of composition C11H6BaF6NO5. Source: the OMol25 dataset; level of theory: ωB97M-V/def2-TZVPD.

Geometry as ORCA input:
```
! wB97M-V def2-TZVPD RIJCOSX def2/J DEFGRID3
* xyz -1 1
Ba 1.096 1.211 -0.524
F -2.897 -1.552 -1.339
F -1.221 -2.357 -2.441
F -3.323 1.173 -3.315
F -3.121 1.148 -1.164
F -2.915 -1.533 -3.502
F -1.768 2.338 -2.355
O 3.847 -2.119 0.872
O -0.603 2.688 3.372
O 0.191 2.620 1.259
O 2.878 -0.486 -0.349
O -0.575 0.074 -1.328
N 1.539 0.394 1.759
C -2.123 -1.362 -2.416
C 2.247 -0.725 1.915
C 0.704 0.232 3.969
C 0.041 2.196 2.452
C 0.789 0.883 2.748
C 2.221 -1.426 3.110
C 1.431 -0.938 4.141
C 3.085 -1.173 0.703
C -2.429 1.154 -2.303
C -1.398 0.005 -2.402
C -0.644 0.145 -3.736
H 0.084 -0.661 -3.802
H 1.384 -1.470 5.084
H -1.304 0.109 -4.602
H -0.113 1.097 -3.746
H 0.082 0.659 4.742
H 2.814 -2.325 3.199
*
```

Calculated values
relative energy (zero: lowest compared OMol25 entry of this formula, charge and spin)	15.1	kcal per mole
lowest unoccupied orbital energy	2.145	eV
orbital gap	8.372	eV

---

No. 2
A structure of composition C11H6BaN2O6. Source: the OMol25 dataset; level of theory: ωB97M-V/def2-TZVPD.

Geometry as ORCA input:
```
! wB97M-V def2-TZVPD RIJCOSX def2/J DEFGRID3
* xyz 2 1
Ba -0.005 0.014 -2.820
O -1.897 -3.174 -2.722
O -3.199 1.910 -2.732
O 1.888 3.204 -2.724
O -0.004 0.014 -6.902
O 0.885 1.161 4.788
O 3.191 -1.879 -2.730
N 0.036 0.083 -0.080
N -0.449 -0.692 5.032
C 2.199 -1.293 -2.910
C -2.207 1.322 -2.911
C 0.109 0.139 2.781
C -1.309 -2.186 -2.920
C 0.812 1.078 1.993
C -0.004 0.014 -5.755
C 1.301 2.219 -2.923
C 0.755 1.020 0.598
C -0.646 -0.822 0.679
C 0.225 0.259 4.273
C -0.634 -0.824 2.076
H -0.339 -0.572 6.033
H -1.211 -1.588 2.608
H -1.228 -1.581 0.136
H 1.305 1.749 -0.016
H -0.987 -1.439 4.701
H 1.414 1.863 2.446
*
```

Calculated values
lowest unoccupied orbital energy	-8.960	eV
orbital gap	6.219	eV

---

No. 3
A structure of composition C11H6BrCoNO5. Source: the OMol25 dataset; level of theory: ωB97M-V/def2-TZVPD.

Geometry as ORCA input:
```
! wB97M-V def2-TZVPD RIJCOSX def2/J DEFGRID3
* xyz 1 5
Br 0.000 -0.353 2.353
Co 0.000 -0.763 -0.246
O 0.000 -6.819 -0.725
O 2.399 -5.063 -0.499
O 1.331 -2.216 -0.478
O -1.331 -2.216 -0.478
O -2.399 -5.063 -0.499
N 0.000 1.207 0.137
C 0.000 -5.633 -0.636
C 0.000 3.671 1.333
C 0.715 -3.323 -0.510
C 1.252 -4.726 -0.524
C 0.000 4.809 -0.940
C 0.000 2.324 -0.609
C 0.000 2.527 2.125
C 0.000 3.591 -0.055
C -0.715 -3.323 -0.510
C 0.000 1.330 1.467
C -1.252 -4.727 -0.524
H 0.881 4.822 -1.584
H 0.000 2.186 -1.683
H 0.000 5.722 -0.349
H 0.000 2.572 3.205
H 0.000 4.642 1.812
H -0.881 4.822 -1.584
*
```

Calculated values
relative energy (zero: lowest compared OMol25 entry of this formula, charge and spin)	0.0	kcal per mole
lowest unoccupied orbital energy (alpha / beta)	-4.254 / -6.239	eV
orbital gap (alpha / beta)	8.258 / 6.230	eV
expectation value of S²	6.02

---

No. 4
A structure of composition C11H6CaN2O4S. Source: the OMol25 dataset; level of theory: ωB97M-V/def2-TZVPD.

Geometry as ORCA input:
```
! wB97M-V def2-TZVPD RIJCOSX def2/J DEFGRID3
* xyz 2 1
Ca -0.323 -0.385 0.085
S -0.629 2.398 4.350
O 2.567 -0.150 1.805
O -1.468 2.752 -0.377
O -1.468 -3.477 -1.879
O 1.797 0.636 -2.481
N -0.590 0.866 2.242
N 0.790 2.694 2.113
C -0.038 1.924 2.626
C -3.103 -1.377 3.923
C -2.289 -0.992 2.923
C -1.703 0.893 4.341
C -3.240 -0.679 5.104
C -2.530 0.481 5.328
C 1.637 -0.135 1.135
C -1.073 -2.539 -1.363
C 1.130 0.372 -1.596
C -1.555 0.173 3.109
C -0.958 1.731 -0.268
H -2.590 1.082 6.239
H 1.168 2.511 1.173
H -3.919 -1.024 5.907
H -3.697 -2.315 3.778
H 1.167 3.534 2.533
H -2.145 -1.518 1.958
*
```

Calculated values
relative energy (zero: lowest compared OMol25 entry of this formula, charge and spin)	45.1	kcal per mole
lowest unoccupied orbital energy	-9.076	eV
orbital gap	5.726	eV

---

No. 5
The molecule C11H6FN3O3. Source: the OMol25 dataset; level of theory: ωB97M-V/def2-TZVPD.

Geometry as ORCA input:
```
! wB97M-V def2-TZVPD RIJCOSX def2/J DEFGRID3
* xyz 0 1
F -2.132 4.726 2.270
O 4.180 -2.143 -3.329
O 2.174 -1.078 -1.489
O 4.182 -4.018 -2.303
N -1.259 -0.121 -0.021
N 3.736 -2.882 -2.490
N 0.480 1.217 -0.025
C -0.727 3.140 1.186
C 0.058 -0.025 -0.242
C -2.968 2.600 1.851
C -1.913 3.559 1.768
C -1.689 1.074 0.545
C 1.022 -1.166 -0.749
C -2.927 1.412 1.156
C 1.899 -3.157 -0.849
C 0.844 -2.401 -0.265
C -0.593 1.888 0.584
C 2.735 -2.361 -1.603
H -1.762 -0.958 -0.281
H -3.854 3.059 2.326
H 0.067 -2.616 0.455
H 0.200 3.713 1.182
H -3.729 0.808 1.028
H 1.977 -4.272 -0.705
*
```

Calculated values
lowest unoccupied orbital energy	-0.987	eV
orbital gap	8.038	eV
SMILES string	O=[N+]([O-])c1ccc(-c2nc3cc(F)ccc3[nH]2)o1

---

No. 6
A structure of composition C11H6HgN2O6. Source: the OMol25 dataset; level of theory: ωB97M-V/def2-TZVPD.

Geometry as ORCA input:
```
! wB97M-V def2-TZVPD RIJCOSX def2/J DEFGRID3
* xyz 2 1
Hg -1.193 0.701 -1.479
O 1.513 1.202 3.154
O 1.419 3.623 -1.166
O 0.883 -0.248 -4.310
O -3.839 4.382 -5.603
O -3.384 2.427 1.028
O -3.734 -1.476 -2.253
N 0.060 -0.696 -0.109
N 2.411 -0.721 4.049
C 0.899 -2.822 0.554
C -2.540 2.331 0.287
C 0.522 -0.116 1.016
C -0.048 0.309 -3.972
C -3.302 -0.470 -2.600
C 0.230 -2.001 -0.365
C 1.413 -2.233 1.716
C -3.291 3.626 -4.950
C 1.239 -0.848 1.962
C 0.458 3.045 -1.284
C 1.739 -0.007 3.105
H 0.306 0.954 1.132
H 2.831 -0.199 4.803
H 1.939 -2.854 2.436
H -0.188 -2.351 -1.312
H 2.668 -1.673 3.837
H 0.990 -3.886 0.324
*
```

Calculated values
lowest unoccupied orbital energy	-10.614	eV
orbital gap	5.563	eV

---

Number 1: E -1478.698288 hartree, largest force on an atom 3.3 eV/Å. Number 2: E -1008.596409 hartree, largest force on an atom 8.9 eV/Å. Number 3: E -4810.225677 hartree, largest force on an atom 0.6 eV/Å. Number 4: E -1908.447059 hartree, largest force on an atom 8.9 eV/Å. Number 5: E -912.466968 hartree, largest force on an atom 4.8 eV/Å. Number 6: E -1136.453658 hartree, largest force on an atom 3.9 eV/Å.